1.
Molecular formula: C13H37O3PSi
Method: DFT, ωB97M-V/def2-TZVPD

```
55
Properties=species:S:1:pos:R:3:forces:R:3:nbo_charge:R:1
C 1.8667 0.8395 1.5138 -0.056 -0.142 -0.058 -1.151
Si 2.1891 0.8943 -0.3224 0.181 -0.017 0.094 1.899
C 2.3047 2.6593 -0.9254 -0.026 -0.123 0.000 -1.149
C 3.7686 -0.0125 -0.7253 0.174 0.197 0.020 -1.145
O 0.9429 0.1111 -1.0805 -0.180 0.114 -0.169 -0.886
C -0.3307 0.7521 -1.1187 0.027 -0.242 -0.012 -0.068
C -1.4618 -0.2471 -1.1088 -0.251 0.190 -0.110 -0.765
P -3.0763 0.5814 -0.5251 0.043 -0.081 0.039 0.659
H 1.5987 -0.1901 1.7657 0.027 0.006 0.083 0.241
H 2.7481 1.1057 2.0973 0.004 0.083 0.038 0.242
H 1.0339 1.4796 1.8058 0.011 0.059 0.070 0.233
H 3.2720 3.0751 -0.6372 -0.026 0.099 0.021 0.238
H 2.2362 2.6869 -2.0149 0.017 0.058 -0.013 0.239
H 1.5151 3.2851 -0.5083 0.010 0.073 -0.029 0.235
H 3.6333 -0.8525 -1.4042 -0.075 -0.086 0.069 0.250
H 4.2455 -0.3498 0.1978 -0.015 -0.162 -0.046 0.239
H 4.4672 0.6814 -1.1998 0.013 -0.029 -0.044 0.235
H -0.3920 1.3717 -2.0187 0.006 0.079 0.017 0.173
H -0.4424 1.4311 -0.2571 0.031 -0.004 0.035 0.150
H -1.6494 -0.6522 -2.1080 0.119 -0.094 0.018 0.206
H -1.2331 -1.0688 -0.4262 -0.016 -0.041 0.020 0.216
H -2.5446 0.6847 0.7949 0.052 0.045 0.051 -0.054
H -2.8692 1.6763 -1.4123 -0.026 0.016 -0.047 -0.047
H -3.8397 -0.5396 -0.9529 -0.035 -0.041 -0.022 -0.031
H -4.3044 1.2127 -0.0538 -0.033 0.039 0.008 -0.164
C 6.8863 -2.3987 1.1454 -0.067 -0.046 0.040 -0.646
C 6.9913 -1.1482 2.0002 0.042 0.057 -0.078 -0.065
O 6.0378 -1.0787 3.0445 -0.038 0.051 -0.006 -0.535
C 6.0869 -2.1209 4.0015 -0.035 -0.038 0.043 -0.064
C 7.4059 -2.2183 4.7484 0.022 0.035 -0.024 -0.645
H 5.8821 -2.4876 0.7290 0.002 -0.013 -0.022 0.214
H 7.6000 -2.3475 0.3226 -0.003 0.024 -0.015 0.216
H 7.1003 -3.3063 1.7115 0.041 0.014 0.000 0.203
H 6.7894 -0.2692 1.3870 0.018 0.008 -0.003 0.187
H 8.0083 -1.0345 2.3935 -0.014 -0.038 0.025 0.159
H 5.8393 -3.0833 3.5387 0.024 0.008 -0.017 0.159
H 5.2834 -1.8877 4.7002 -0.005 -0.018 0.009 0.188
H 8.2347 -2.4790 4.0891 -0.011 -0.029 0.001 0.203
H 7.3383 -2.9925 5.5134 -0.011 0.001 0.016 0.215
H 7.6413 -1.2710 5.2347 0.005 0.004 0.000 0.212
C -8.5264 -1.0500 -2.5969 0.024 0.028 -0.035 -0.645
C -7.7021 -0.4120 -1.4920 -0.030 -0.035 0.046 -0.063
O -6.6059 0.3541 -1.9554 0.087 -0.038 -0.005 -0.539
C -6.9203 1.4570 -2.7851 0.017 0.047 -0.030 -0.063
C -7.8119 2.4957 -2.1272 -0.003 -0.021 0.043 -0.645
H -7.8967 -1.6718 -3.2340 0.001 -0.003 -0.007 0.212
H -9.3038 -1.6776 -2.1598 0.004 -0.019 0.009 0.216
H -9.0189 -0.3065 -3.2248 -0.019 0.002 0.022 0.203
H -7.2510 -1.1880 -0.8731 -0.013 -0.003 0.013 0.187
H -8.3434 0.1876 -0.8356 0.002 0.016 -0.026 0.160
H -7.3610 1.1182 -3.7301 -0.022 -0.013 0.021 0.159
H -5.9541 1.9016 -3.0255 -0.002 0.009 -0.020 0.186
H -8.8018 2.1013 -1.8944 -0.008 0.004 -0.030 0.203
H -7.9458 3.3439 -2.7994 0.014 0.012 -0.005 0.215
H -7.3604 2.8547 -1.2017 -0.001 -0.002 0.006 0.215
```
Positions in Å, forces in eV/Å.

- orbital gap (eV) = 8.9
- structure (SMILES) = C[Si](C)(C)OCC[PH4].CCOCC.CCOCC
- highest occupied orbital energy (eV) = -8.0
- lowest unoccupied orbital energy (eV) = 0.911
- E (eV) = -37388.1592

***

2.
Molecular formula: C5H7NO
Method: DFT, ωB97M-V/def2-TZVPD

```
14
Properties=species:S:1:pos:R:3:forces:R:3:nbo_charge:R:1
C -2.2858 0.1169 0.0552 -0.119 0.055 0.000 -0.617
C -0.8158 -0.0462 -0.1801 0.095 -0.410 0.168 -0.077
C -0.2837 -1.2135 0.2397 -0.091 -0.124 -0.185 0.033
O 1.0769 -1.1530 0.2966 0.258 0.042 -0.350 -0.427
C 1.4070 0.0734 -0.1485 -0.031 0.173 -0.124 0.468
N 2.7703 0.3243 -0.1228 0.055 0.107 -0.027 -0.814
C 0.3099 0.7961 -0.5194 0.073 0.036 0.228 -0.404
H -2.5795 -0.8708 0.4264 -0.509 0.212 -0.280 0.215
H -2.9135 0.4286 -0.7844 0.213 -0.076 0.019 0.212
H -2.4720 0.7921 0.8975 0.081 0.114 -0.222 0.217
H -0.7336 -2.1863 0.3148 0.018 -0.044 0.546 0.198
H 3.2011 -0.1344 0.6718 0.066 0.083 -0.175 0.386
H 2.9856 1.3112 -0.1361 0.006 -0.096 0.036 0.382
H 0.3329 1.7614 -1.0106 -0.115 -0.073 0.368 0.227
```
Positions in Å, forces in eV/Å.

- orbital gap (eV) = 8.6
- structure (SMILES) = Cc1coc(N)c1
- ΔE to the lowest compared entry with this formula, charge and spin (kJ/mol) = 99.5
- highest occupied orbital energy (eV) = -7.6
- lowest unoccupied orbital energy (eV) = 0.982
- E (eV) = -8835.1719

***

3.
Molecular formula: C21H56FeLiO29P2S7
Method: DFT, ωB97M-V/def2-TZVPD

```
117
Properties=species:S:1:pos:R:3:forces:R:3:mulliken_spin:R:1
Li -1.3171 1.2949 -1.5734 0.104 0.399 0.140 0.005
Fe 2.4018 0.5174 -0.4291 1.561 1.605 -0.440 4.250
P 0.2183 -0.2742 -0.5398 3.093 2.228 -1.110 -0.124
O -1.2597 -0.5343 -0.6935 0.006 -0.794 0.185 0.009
O 0.5270 1.2295 -0.9514 -2.297 1.132 0.625 0.124
O 1.3365 -0.7509 -1.5733 -1.350 -3.071 -0.477 0.110
O 1.0464 -0.3513 0.7828 -2.182 -1.338 0.657 0.182
P 4.5056 1.4023 -0.0894 -2.699 1.614 -1.723 -0.047
O 4.1265 -0.0849 0.2990 1.168 -0.455 0.951 0.134
O 3.8498 1.3683 -1.5808 1.780 -0.990 -1.039 0.153
O 5.8219 2.0123 0.1887 0.273 -0.551 0.060 0.017
O 3.1712 2.1539 0.4016 0.343 -0.260 1.718 0.203
O 3.8851 2.3717 3.1182 -0.540 0.151 -0.161 -0.001
S 4.4301 1.5287 4.1177 -0.013 -0.009 0.232 0.002
O 4.7897 2.1333 5.3717 0.475 -0.473 0.086 0.000
O 3.4607 0.3304 4.5163 0.075 0.224 -0.298 0.000
C 2.3477 -0.0615 3.6680 -1.257 0.406 0.274 0.006
C 2.3839 -1.5343 3.3798 0.662 -0.585 0.756 -0.003
C 5.7251 0.6024 3.3668 -0.132 -0.133 -0.327 -0.002
H 2.1910 0.5365 2.7710 0.932 0.075 -0.174 -0.009
H 1.4694 0.1948 4.2593 0.017 -0.277 0.119 0.000
H 2.4241 -2.1111 4.3153 -0.174 0.199 0.083 0.000
H 3.3043 -1.8194 2.8647 -0.238 0.130 -0.497 0.000
H 1.4893 -1.8452 2.8459 0.113 0.144 -0.322 0.002
H 6.4209 1.2853 2.8835 0.122 0.047 0.234 -0.001
H 5.2414 0.0557 2.5506 -0.042 0.032 0.017 0.002
H 6.1551 -0.0969 4.0785 0.165 0.165 0.074 0.000
O -1.7808 -5.7583 1.0702 0.091 -0.789 -0.012 0.000
S -1.6528 -4.3408 1.0502 0.460 0.648 -0.629 0.000
O -2.7001 -3.5388 1.5803 -0.463 0.189 0.396 0.000
O -0.3493 -3.8966 1.8204 -0.008 0.150 0.358 0.000
C 0.8264 -4.7283 1.7443 0.047 -0.948 -1.119 -0.001
C 0.9730 -5.5456 2.9917 1.090 1.161 1.345 0.000
C -1.3381 -3.7348 -0.5764 -0.171 0.096 -0.031 -0.003
H 1.6932 -4.0965 1.5645 -0.180 0.388 0.299 0.000
H 0.7440 -5.3454 0.8441 -0.060 -0.102 0.099 0.000
H 0.9927 -4.7881 3.7906 -0.599 -0.254 0.160 0.000
H 1.9951 -5.9107 3.1329 -0.092 -0.438 -0.630 0.000
H 0.2488 -6.3198 3.2146 -0.214 0.042 -0.330 0.000
H -0.6788 -4.3560 -1.1755 0.042 -0.180 0.210 0.000
H -0.9364 -2.7282 -0.4678 -0.095 0.013 -0.046 0.001
H -2.3233 -3.6589 -1.0347 0.047 -0.064 -0.128 0.000
O -1.1983 3.3356 -1.0829 -0.475 -0.101 -0.936 0.000
S -0.8032 4.0548 0.0804 -0.271 -0.669 0.653 -0.002
O 0.2278 5.0319 0.0279 -0.013 0.381 -0.082 0.001
O -2.1855 4.7641 0.5347 0.344 0.200 -0.143 0.000
C -2.0404 5.9190 1.3656 -0.445 0.510 0.285 0.000
C -3.4227 6.3378 1.8205 -0.327 0.020 -0.165 0.000
C -0.5307 2.9182 1.4092 0.289 0.390 0.001 0.001
H -1.6277 6.7571 0.8019 0.352 -0.264 -0.094 0.000
H -1.3892 5.7025 2.2152 0.033 -0.028 -0.035 0.000
H -4.0261 6.6323 0.9583 0.030 -0.151 -0.055 0.000
H -3.3729 7.2243 2.4550 0.157 -0.118 0.148 0.000
H -3.9540 5.5412 2.3412 0.099 -0.002 0.078 0.000
H 0.5473 2.8630 1.5648 0.030 -0.121 -0.063 -0.004
H -0.9260 1.9530 1.1168 -0.056 0.020 0.042 0.003
H -1.0390 3.3322 2.2772 0.058 -0.136 0.130 0.000
O 3.1739 -2.0087 -6.2071 0.038 -0.178 -0.204 0.000
S 4.0795 -1.3830 -5.2936 -0.810 0.735 0.617 0.000
O 5.4939 -1.4995 -5.4787 0.124 -0.078 -0.251 0.000
O 3.6426 0.1530 -5.2661 0.377 -0.430 -0.399 -0.001
C 4.6224 1.1333 -4.9055 0.565 1.685 0.145 0.001
C 4.7916 2.1227 -6.0507 -0.623 -0.124 -0.015 0.001
C 3.6747 -1.7690 -3.6433 0.647 -0.426 0.513 -0.007
H 5.6045 0.7367 -4.6569 -0.219 -0.628 -0.076 -0.002
H 4.3038 1.6868 -4.0179 -0.339 -0.468 0.158 -0.002
H 4.9880 1.5989 -6.9873 0.373 0.095 0.019 0.000
H 5.5630 2.8463 -5.7863 0.167 -0.130 -0.180 0.000
H 3.8719 2.6922 -6.2104 -0.040 -0.048 0.075 0.000
H 2.6233 -1.6297 -3.4064 -0.046 0.089 -0.111 0.005
H 4.2825 -1.0995 -3.0282 -0.196 0.087 0.127 0.002
H 4.0060 -2.7904 -3.4513 -0.147 -0.032 -0.022 -0.001
O -3.4709 1.3777 0.3181 0.418 0.441 0.599 0.002
S -4.6544 0.6068 0.5194 -0.004 -0.448 -1.484 0.000
O -5.1837 0.2455 1.7840 0.046 0.124 0.529 0.000
O -5.8307 1.3698 -0.2384 -0.067 0.312 0.316 0.000
C -5.4419 2.2173 -1.3451 0.224 -0.438 -0.556 0.000
C -6.7185 2.7411 -1.9656 0.309 -0.400 -0.085 0.000
C -4.4689 -0.8547 -0.4610 0.285 0.171 0.102 -0.001
H -4.8785 1.6039 -2.0581 -0.154 -0.008 -0.061 0.000
H -4.7400 2.9900 -1.0353 -0.236 0.083 0.300 0.000
H -6.5017 3.0872 -2.9765 0.005 0.419 0.148 0.000
H -7.1503 3.5115 -1.3316 -0.161 0.096 -0.200 0.000
H -7.4214 1.9173 -2.0955 -0.082 0.029 0.200 0.000
H -5.2419 -1.5409 -0.1307 0.097 -0.219 -0.213 0.000
H -3.4421 -1.1984 -0.3104 -0.112 -0.159 0.334 0.000
H -4.5146 -0.6026 -1.5194 -0.305 0.086 0.024 0.000
O -3.1546 0.1822 4.6873 -0.389 -0.230 -0.060 0.000
S -1.8613 -0.3194 4.3368 -0.004 0.375 -0.271 0.001
O -0.7416 0.5078 4.6296 0.425 -0.191 0.180 0.000
O -1.6333 -1.7113 5.0908 0.212 0.204 0.238 0.000
C -2.7622 -2.5702 5.2160 -1.047 -0.512 0.457 0.000
C -2.2904 -3.9146 5.7300 0.958 0.465 -0.368 0.000
C -1.8191 -0.8533 2.6588 -0.716 0.333 0.173 0.004
H -3.2956 -2.6676 4.2679 0.270 -0.091 -0.165 0.000
H -3.5055 -2.1825 5.9195 0.274 0.458 -0.012 0.000
H -3.1250 -4.6008 5.8422 0.045 -0.128 -0.136 0.000
H -1.7614 -3.8074 6.6789 -0.265 0.104 0.142 0.000
H -1.5223 -4.2687 5.0366 -0.315 -0.442 -0.072 0.000
H -1.7487 0.0190 2.0132 0.278 0.035 0.068 -0.002
H -2.7993 -1.2925 2.4864 0.135 -0.268 -0.108 0.000
H -1.0083 -1.5578 2.5125 0.093 0.125 -0.076 -0.005
O -1.0936 2.1465 -5.6885 -0.363 0.426 -0.917 0.000
S -0.7730 1.3186 -4.5864 0.937 -0.399 0.478 -0.001
O -1.7703 1.1889 -3.5450 0.001 0.154 0.597 0.001
O -0.4820 -0.1235 -5.1250 -0.452 -0.291 -0.486 0.000
C -0.6358 -1.2454 -4.1498 0.691 0.921 -1.018 -0.010
C -0.0938 -2.4760 -4.8263 0.016 -0.270 -0.173 -0.002
C 0.8048 1.8009 -3.9364 0.126 -0.324 -0.389 0.001
H -1.7010 -1.2750 -3.9558 0.057 -0.183 0.571 0.000
H 0.0159 -0.9384 -3.3330 -0.398 -0.421 0.571 0.009
H 0.7787 -2.2445 -5.4385 0.132 0.092 0.248 0.000
H -0.8037 -2.9659 -5.4958 -0.169 0.088 0.124 0.000
H 0.2030 -3.1836 -4.0492 0.016 -0.060 -0.075 0.000
H 0.6397 2.3843 -3.0384 0.287 0.052 0.136 -0.001
H 1.3567 2.3069 -4.7270 -0.377 0.374 -0.004 0.000
H 1.4018 0.9081 -3.7594 -0.254 -0.092 0.650 0.001
```
Positions in Å, forces in eV/Å.

- orbital gap (alpha / beta) (eV) = 5.6 / 5.4
- 2S+1 = 6
- highest occupied orbital energy (alpha / beta) (eV) = -2.4 / -2.1
- charge = -2
- lowest unoccupied orbital energy (alpha / beta) (eV) = 3.260 / 3.260
- E (eV) = -211088.1983

***

4.
Molecular formula: BrH2O2PS
Method: DFT, ωB97M-V/def2-TZVPD

```
7
Properties=species:S:1:pos:R:3:forces:R:3:nbo_charge:R:1
O -0.5450 1.0581 -0.1654 0.414 -4.293 -3.820 -0.992
O -0.4243 -1.2470 -0.9874 1.787 0.626 1.259 -0.930
P 0.4923 -0.2061 -0.1488 0.246 2.033 -0.028 1.644
S 2.2485 0.2179 -0.9436 -1.805 -0.993 1.357 -0.401
Br 0.0967 -0.4740 2.4461 0.527 -0.125 -2.460 -0.344
H -0.5726 1.6700 0.4830 0.257 2.949 3.677 0.515
H -1.2955 -1.0189 -0.6839 -1.425 -0.198 0.014 0.509
```
Positions in Å, forces in eV/Å.

- orbital gap (eV) = 8.0
- structure (SMILES) = OP(O)(=S)Br
- ΔE to the lowest compared entry with this formula, charge and spin (kJ/mol) = 104.1
- highest occupied orbital energy (eV) = -10.0
- lowest unoccupied orbital energy (eV) = -1.954
- E (eV) = -94295.2535

***

5.
Molecular formula: C3H5NO2
Method: DFT, ωB97M-V/def2-TZVPD

```
11
Properties=species:S:1:pos:R:3:forces:R:3:nbo_charge:R:1
N 1.5733 -0.9427 -0.9469 -0.300 0.159 0.330 -0.613
C 0.7963 -0.7359 0.0292 0.206 -0.961 0.152 0.058
C -0.6647 -1.0379 0.1529 -0.581 -0.054 0.044 0.418
O -1.5909 -0.2603 0.2645 0.188 -0.900 -0.222 -0.481
C -0.7405 1.5659 -0.0770 0.446 0.948 -0.097 0.302
O 0.4425 1.3843 0.1650 -0.481 0.941 0.028 -0.613
H 2.5350 -0.7537 -0.6517 -0.167 -0.273 -0.110 0.345
H -0.8471 -2.0921 0.3912 -0.072 -0.296 -0.133 0.152
H 1.0506 -0.6334 1.0938 0.776 0.305 -0.032 0.183
H -1.1595 1.4780 -1.0935 0.140 0.134 0.064 0.123
H -1.3948 2.0278 0.6725 -0.156 -0.003 -0.024 0.126
```
Positions in Å, forces in eV/Å.

- orbital gap (eV) = 9.9
- structure (SMILES) = [H]/N=C/C=O.C=O
- ΔE to the lowest compared entry with this formula, charge and spin (kJ/mol) = 356.3
- highest occupied orbital energy (eV) = -9.7
- lowest unoccupied orbital energy (eV) = 0.252
- E (eV) = -8774.0024

***

6.
Molecular formula: C6H10
Method: DFT, ωB97M-V/def2-TZVPD

```
16
Properties=species:S:1:pos:R:3:forces:R:3:nbo_charge:R:1
C -0.5212 -1.6631 0.6181 0.124 -0.233 -0.175 -0.630
C 0.2849 -0.4179 0.7998 0.081 -0.053 -0.519 -0.141
C -1.2978 1.5260 -0.2839 -0.215 0.287 -0.158 -0.422
C -0.2442 1.3318 -1.0888 -0.053 0.261 0.392 -0.202
C 0.7227 0.2813 -0.8409 -0.522 -0.214 0.390 -0.265
C 1.6049 -0.0176 0.3237 0.518 -0.069 0.253 -0.431
H -0.7844 -2.1747 1.5536 0.256 0.093 -0.084 0.209
H -0.0119 -2.3476 -0.0578 -0.073 -0.220 0.009 0.212
H -1.4749 -1.3791 0.1436 0.186 -0.216 0.091 0.213
H -0.0678 0.1925 1.6515 -0.105 0.145 -1.147 0.216
H -1.5903 0.7799 0.4444 0.124 0.433 0.035 0.190
H -1.9164 2.4064 -0.3505 -0.277 0.049 -0.327 0.193
H -0.1819 1.8929 -2.0260 0.271 0.161 0.337 0.203
H 1.0900 -0.2048 -1.7691 -0.817 -0.519 0.784 0.218
H 2.2724 -0.8395 0.0923 0.343 0.169 -0.102 0.219
H 2.0636 0.8153 0.8419 0.159 -0.074 0.221 0.218
```
Positions in Å, forces in eV/Å.

- orbital gap (eV) = 8.9
- structure (SMILES) = C=C[C@H]1C[C@@H]1C
- ΔE to the lowest compared entry with this formula, charge and spin (kJ/mol) = 315.2
- highest occupied orbital energy (eV) = -7.8
- lowest unoccupied orbital energy (eV) = 1.165
- E (eV) = -6380.5929

***

The lowest E belongs to which entry?
C21H56FeLiO29P2S7